# 1
Entry from the Open Molecules 2025 dataset: a cluster of 3 separate species, C29H54ClN4O6P in total (the ωB97M-V functional and the def2-TZVPD basis).

The geometry in XYZ format:
```
95
Properties=species:S:1:pos:R:3
C 0.573 -3.839 5.843
C 1.831 -4.781 5.434
O 1.912 -5.057 4.006
C 2.703 -4.018 3.328
C 4.303 -4.240 3.579
O 5.075 -3.011 3.477
C 5.020 -2.283 4.722
C 6.270 -2.739 5.614
N 7.372 -2.965 6.081
C 4.837 -0.678 4.564
C 3.795 -0.256 5.741
N 2.856 0.003 6.456
C 4.192 -0.378 3.123
C 3.466 1.048 2.964
C 1.851 0.989 3.208
O 4.048 2.138 3.718
P 6.474 0.313 4.871
O 6.886 0.225 6.561
Cl 8.054 -0.557 3.700
H 0.874 -2.867 6.374
H -0.101 -4.427 6.571
H -0.062 -3.670 4.892
H 2.806 -4.395 5.899
H 1.630 -5.811 5.935
H 2.446 -3.921 2.215
H 2.448 -3.036 3.902
H 4.487 -4.723 4.602
H 4.650 -4.988 2.784
H 4.071 -2.662 5.280
H 3.380 -1.181 2.904
H 5.017 -0.485 2.324
H 3.570 1.341 1.840
H 1.569 0.837 4.305
H 1.425 0.201 2.489
H 1.456 2.014 2.828
H 4.978 2.323 3.456
H 6.190 -0.263 7.062
C -0.946 4.891 -0.576
C 0.453 4.223 -0.504
C 1.435 4.926 -1.472
C 1.231 4.563 -2.940
C 1.197 3.051 -3.126
C 0.162 2.359 -2.214
N 0.308 2.760 -0.780
O 1.415 2.129 -0.283
C -1.263 2.686 -2.722
C 0.273 0.824 -2.410
C 0.938 4.521 0.943
H -1.745 4.178 -0.344
H -1.050 5.704 0.149
H -1.153 5.336 -1.552
H 2.466 4.670 -1.201
H 1.354 6.014 -1.361
H 0.312 5.018 -3.322
H 2.048 4.985 -3.534
H 0.985 2.824 -4.177
H 2.199 2.650 -2.928
H -2.024 2.267 -2.056
H -1.431 2.252 -3.715
H -1.460 3.750 -2.835
H 1.276 0.442 -2.201
H 0.050 0.548 -3.446
H -0.437 0.292 -1.768
H 0.293 4.033 1.677
H 0.924 5.596 1.142
H 1.968 4.195 1.117
C -3.836 -3.101 -3.859
C -4.241 -1.847 -3.038
C -5.712 -1.963 -2.571
C -6.737 -1.693 -3.669
C -6.442 -0.377 -4.377
C -4.996 -0.296 -4.910
N -3.982 -0.624 -3.860
O -3.906 0.443 -3.009
C -4.845 -1.249 -6.121
C -4.770 1.111 -5.526
C -3.346 -1.924 -1.769
H -3.063 -2.866 -4.598
H -3.415 -3.888 -3.225
H -4.682 -3.559 -4.377
H -5.896 -1.253 -1.756
H -5.893 -2.959 -2.152
H -6.756 -2.520 -4.385
H -7.738 -1.653 -3.227
H -7.155 -0.245 -5.200
H -6.632 0.448 -3.680
H -3.812 -1.268 -6.481
H -5.471 -0.915 -6.957
H -5.153 -2.272 -5.920
H -4.957 1.918 -4.813
H -5.451 1.280 -6.367
H -3.748 1.215 -5.904
H -2.290 -1.829 -2.032
H -3.482 -2.881 -1.257
H -3.591 -1.150 -1.035
```

Properties
Spin multiplicity   3
<S²>   2.01
HOMO-LUMO gap (alpha / beta)   9.17 / 8.86 eV

Results of the Mulliken charge analysis, in e, for atoms 1 through 6:
1. C -0.967
2. C -0.006
3. O -0.444
4. C -0.123
5. C -0.495
6. O -0.389

---

# 2
Entry from the Open Molecules 2025 dataset: a structure of composition C29H54ClOPTl (the ωB97M-V functional and the def2-TZVPD basis).

The geometry in XYZ format:
```
87
Properties=species:S:1:pos:R:3
Tl 0.008 0.227 4.381
Cl 1.744 -1.401 3.180
P -0.278 -0.038 -0.859
C -0.858 -1.163 0.330
H -0.061 -1.601 0.948
H -1.716 -0.781 0.891
C 1.540 0.205 -0.802
C -1.002 1.650 -0.701
C 2.164 0.457 -2.181
H 1.687 1.108 -0.179
C 3.642 0.816 -2.029
H 2.058 -0.445 -2.801
H 1.645 1.266 -2.713
C 4.415 -0.230 -1.218
H 4.087 0.936 -3.024
H 3.698 1.792 -1.527
C 3.735 -0.579 0.114
H 4.501 -1.148 -1.816
H 5.433 0.130 -1.035
C 2.250 -0.918 -0.064
H 4.259 -1.411 0.604
H 3.791 0.280 0.800
H 2.122 -1.893 -0.561
H 1.818 -1.006 0.943
C -0.793 -0.994 -2.370
C -2.524 1.640 -0.938
H -0.809 1.904 0.361
C -3.137 3.046 -0.886
H -2.744 1.198 -1.924
H -3.005 1.006 -0.180
C -2.382 4.064 -1.750
H -4.187 3.001 -1.203
H -3.142 3.372 0.162
C -0.866 4.063 -1.525
H -2.584 3.849 -2.809
H -2.760 5.071 -1.545
C -0.265 2.665 -1.598
H -0.376 4.708 -2.266
H -0.630 4.484 -0.539
H -0.302 2.314 -2.642
H 0.791 2.726 -1.301
C -0.092 -2.354 -2.351
H -1.860 -1.187 -2.152
C -0.770 -3.297 -3.354
H 0.973 -2.253 -2.617
H -0.139 -2.773 -1.336
C -0.879 -2.661 -4.746
H -0.204 -4.236 -3.414
H -1.767 -3.553 -2.967
C -1.440 -1.233 -4.753
H 0.123 -2.641 -5.193
H -1.499 -3.295 -5.387
C -0.739 -0.314 -3.745
H -1.372 -0.801 -5.758
H -2.504 -1.255 -4.486
H 0.302 -0.138 -4.057
H -1.236 0.669 -3.715
C -0.312 -4.149 1.172
C -1.528 -3.548 1.025
H 0.310 -4.331 0.296
C -2.536 -3.604 2.142
H -1.889 -3.219 0.045
C -1.871 -3.640 3.527
H -3.235 -2.761 2.078
H -3.151 -4.516 2.008
C -0.782 -4.709 3.598
H -1.413 -2.666 3.747
H -2.623 -3.844 4.299
C 0.274 -4.542 2.494
H -0.290 -4.691 4.578
H -1.229 -5.700 3.463
H 0.960 -3.727 2.812
H 0.887 -5.458 2.395
C 0.552 4.594 2.712
C 0.625 3.305 3.549
C 2.101 3.228 3.970
C -0.321 3.533 4.742
O 0.254 2.173 2.859
H 0.732 5.477 3.352
H -0.431 4.713 2.248
H 1.303 4.600 1.912
H 2.332 3.975 4.740
H 2.397 2.240 4.337
H 2.733 3.435 3.095
H -1.354 3.421 4.401
H -0.151 2.818 5.554
H -0.209 4.544 5.149
```

Properties
Charge   -1
Relative energy (zero: lowest compared OMol25 entry of this formula, charge and spin)   0.00 kJ/mol
HOMO-LUMO gap   5.88 eV

Results of the Mulliken charge analysis, in e, for atoms 1 through 6:
1. Tl 0.405
2. Cl -0.662
3. P 0.690
4. C -1.543
5. H -0.162
6. H 0.125